22
Properties=species:S:1:pos:R:3:forces:R:3 method="wB97M-V/def2-TZVPD" gap_ev=8.43 relative_energy_kcal_mol=133.4 charge=0
C -0.5474 2.9043 -0.1481 0.8500 -1.0411 0.0545
P -0.1806 1.4184 0.4528 -0.1090 0.8663 0.1403
C 1.2036 0.0716 0.3154 -1.4159 1.3910 -1.1563
C 1.7973 0.1141 -0.8397 -0.0092 0.6163 1.4320
C 2.2104 0.4392 -2.0264 0.0746 -0.8513 0.4093
C 1.6785 -0.3329 -3.1527 -0.3699 0.2603 -0.5152
C 0.6245 -1.3731 -2.8182 -2.3028 2.6557 -2.3807
O 2.0623 -0.0491 -4.2591 -0.0588 -0.3859 -0.6631
C -1.1751 0.9331 1.8895 1.3107 0.4652 2.2515
C -1.3752 -0.3729 2.1532 -1.2165 1.5933 -0.4210
C -2.1940 -0.8131 3.3657 0.1521 -1.3404 0.8028
H 0.0177 3.4309 -0.9481 -0.2889 -0.6470 0.5096
H 1.2148 -0.6820 1.0602 0.4495 -0.4225 0.6312
H 3.0123 1.1165 -2.1992 0.4951 0.4461 -0.1356
H 0.2012 -1.8036 -3.8053 0.6010 0.6858 1.8581
H -0.1594 -0.7592 -2.2097 0.9905 -1.4388 -1.1513
H 1.0518 -2.0815 -2.2089 0.7192 -1.8927 1.4104
H -1.2421 1.6863 2.7861 -0.4410 -1.1534 -2.1755
H -1.0311 -0.9971 1.3170 -0.6095 -0.6613 0.7579
H -3.3247 -0.9752 3.2487 1.7756 0.0694 -0.4440
H -1.7270 -1.7391 3.7977 -0.7324 0.4166 -0.5767
H -2.1176 -0.1356 4.2293 0.1358 0.3686 -0.6381

134
Properties=species:S:1:pos:R:3:forces:R:3 method="wB97M-V/def2-TZVPD" gap_ev=9.11 charge=0
C -3.6163 0.5643 0.8270 -0.4032 -0.9560 0.1488
C -2.6558 -0.0783 -0.1852 -1.0311 1.1041 -0.4079
O -1.2720 -0.0514 0.1901 -0.6645 -0.7303 0.2999
C -0.8348 -1.1174 0.9373 1.5750 -1.4756 0.4433
P -0.9696 -0.9458 2.8466 -0.0128 1.3241 0.5523
O -2.5463 -0.9640 3.2507 0.7702 -0.4657 0.1907
Br -0.1850 -2.9580 3.5531 -0.5273 0.4126 -0.4791
O 0.6177 -0.9919 0.8294 0.5773 0.0659 -0.0280
C 1.2303 -2.0909 0.3362 0.3659 -0.5140 0.0471
O 2.3787 -2.1775 -0.0011 -1.0187 0.2810 0.6826
O 0.3424 -3.1328 0.2889 0.3578 0.6377 0.3670
C -0.9437 -2.5316 0.2962 -0.9791 0.2533 -1.9778
P -2.3640 -3.6556 0.6508 -0.9914 -0.0507 0.6995
N -3.6215 -2.9507 1.2856 0.4347 -0.0604 -0.1884
H -4.3534 1.1864 0.3118 0.3211 0.2214 0.0939
H -4.1903 -0.2359 1.3087 0.1583 0.1536 0.0943
H -3.1156 1.1053 1.6287 0.0209 0.1747 -0.3043
H -2.7185 0.5046 -1.1075 0.4034 -0.0685 0.0817
H -3.0359 -1.0727 -0.4331 0.4729 -0.1351 0.1620
H -2.8652 -1.8348 3.5309 -0.3824 -0.0023 -0.4819
H -1.0929 -2.2876 -0.7761 -0.4268 -0.0018 0.2184
H -1.8659 -4.6988 1.4567 0.3923 0.1728 -0.4022
H -2.7111 -4.2199 -0.5981 0.6754 -0.1461 0.0685
H -4.4131 -3.0513 0.6596 -0.1319 0.1772 0.2072
C 4.7737 0.0441 1.2488 -0.1196 -0.0087 0.0380
Cl 6.4194 -0.6066 1.1694 0.0490 0.5079 -0.0261
Cl 4.3797 0.5213 2.8986 -0.0280 -0.0030 0.0231
Cl 4.5883 1.4151 0.1474 0.0212 -0.3472 0.0828
H 4.0809 -0.7346 0.9440 0.0082 0.0298 -0.0646
C 6.9742 3.2997 2.0862 0.1181 0.0347 0.0463
Cl 8.6067 2.6359 2.0088 -0.1979 0.0929 0.0055
Cl 6.5976 3.8550 3.7202 -0.0412 0.0108 -0.0092
Cl 6.7734 4.6094 0.9204 -0.0497 -0.0565 -0.0037
H 6.2777 2.5122 1.8305 0.0055 0.0278 0.0104
C 4.2907 2.5754 -3.9865 0.0100 -0.1706 0.0528
Cl 5.7919 1.6744 -4.1914 0.0015 0.0104 -0.0188
Cl 2.8981 1.5676 -4.3668 -0.0645 0.0571 0.0637
Cl 4.1691 3.2003 -2.3387 -0.0621 0.3290 -0.1671
H 4.3005 3.4133 -4.6713 -0.0130 0.0214 0.0424
C -3.8613 5.0395 2.3679 -0.1290 -0.0698 -0.0864
Cl -5.4848 4.3474 2.3444 0.2647 -0.0878 -0.0937
Cl -2.6526 3.7762 2.1510 -0.0176 0.0522 0.1407
Cl -3.6902 6.2812 1.1212 0.0364 -0.1787 -0.1186
H -3.6984 5.5016 3.3329 -0.0128 0.0285 -0.0032
C 5.4395 -0.3210 6.7192 -0.0645 0.1084 0.0442
Cl 3.7242 -0.5994 6.4058 0.0211 -0.0245 -0.0215
Cl 5.9745 1.1782 5.9603 0.0349 -0.0405 0.0228
Cl 5.7603 -0.2954 8.4549 0.0171 -0.0338 -0.0278
H 5.9994 -1.1385 6.2843 -0.0113 0.0042 0.0021
C 0.3123 -7.4122 3.2327 0.0681 -0.0112 0.1807
Cl 1.1131 -5.9248 3.7468 0.0596 -0.2693 -0.0624
Cl -0.0225 -8.4507 4.6178 0.0244 -0.0084 -0.0371
Cl -1.1742 -7.0712 2.3471 0.0025 -0.0577 -0.0157
H 0.9835 -7.9400 2.5687 0.0090 0.0184 -0.0313
C 1.0503 -0.0158 -7.8954 0.0300 0.1397 -0.0268
Cl 0.0791 0.4791 -6.5049 -0.0198 -0.0563 0.0393
Cl 0.4908 0.7980 -9.3581 -0.0212 -0.0503 -0.0146
Cl 2.7529 0.3254 -7.6072 0.0319 -0.1166 -0.0979
H 0.9333 -1.0829 -8.0360 0.0084 0.0074 0.0154
C 5.7064 -2.3286 -2.1291 -0.0321 0.0225 -0.1854
Cl 5.6551 -4.0939 -2.0629 0.0014 -0.0759 -0.2046
Cl 6.9838 -1.8041 -3.2278 0.0426 0.0309 0.0437
Cl 4.1501 -1.6701 -2.6113 0.0087 0.0579 -0.0652
H 5.9382 -1.9562 -1.1392 0.0533 -0.0809 0.0271
C 7.5073 -4.3499 1.6154 -0.0205 -0.0090 -0.1179
Cl 7.5143 -6.1140 1.6560 0.0085 0.0276 0.0259
Cl 8.7577 -3.7439 0.5249 -0.0068 0.0468 0.0302
Cl 5.9253 -3.7417 1.1330 -0.1517 -0.4204 0.3674
H 7.7220 -3.9870 2.6121 0.0120 -0.0080 -0.0114
C 3.5457 -6.8622 -3.1934 -0.0350 -0.0521 0.0161
Cl 3.6503 -7.4899 -4.8388 -0.0105 -0.0298 -0.0517
Cl 1.8582 -6.6237 -2.7271 0.0087 0.0164 0.0097
Cl 4.3527 -7.9439 -2.0566 -0.0104 0.0431 -0.0244
H 4.0450 -5.9024 -3.1685 -0.0435 0.0192 0.0201
C -8.4721 6.4897 4.4391 -0.0277 -0.0748 -0.1222
Cl -8.5815 4.7290 4.5210 0.0146 0.1290 0.1527
Cl -7.1632 6.9862 3.3644 -0.5056 -0.0426 0.1498
Cl -10.0101 7.1808 3.9097 -0.0098 0.0839 0.1533
H -8.2535 6.8626 5.4309 -0.0122 0.0069 -0.0122
C -8.9793 4.1183 0.3139 0.1526 0.1301 -0.0356
Cl -8.3249 3.0477 1.5566 -0.1746 -0.2010 -0.1455
Cl -9.3274 5.7104 0.9842 -0.0735 -0.1320 -0.1267
Cl -7.8645 4.2443 -1.0463 0.2115 0.0833 0.2747
H -9.9074 3.6913 -0.0454 0.0055 -0.0078 0.0297
C -13.5360 5.8199 0.4344 0.1508 0.0892 0.1363
Cl -13.5020 5.4418 2.1569 -0.0147 -0.0055 -0.0353
Cl -12.9638 7.4627 0.1449 -0.0298 -0.0307 -0.0137
Cl -12.5706 4.6549 -0.4770 -0.0844 -0.0692 -0.1005
H -14.5596 5.7510 0.0908 0.0169 -0.0183 -0.0140
C -8.8969 2.7113 -4.7124 0.0245 0.0980 0.0146
Cl -9.8726 3.3019 -3.3665 -0.2519 -0.1266 -0.2803
Cl -9.3539 3.5151 -6.2147 -0.0045 -0.0419 0.0141
Cl -7.1764 2.9362 -4.3842 -0.0234 -0.0368 -0.0050
H -9.0833 1.6517 -4.8256 0.0063 0.0089 0.0037
C -3.2114 9.4112 3.7736 -0.0570 -0.0672 -0.0237
Cl -1.7915 8.3651 3.6209 0.0396 0.2301 -0.2136
Cl -4.6963 8.5245 3.4103 0.4487 0.4500 0.2561
Cl -3.2884 10.1155 5.3896 0.0064 0.0076 -0.0393
H -3.1142 10.2162 3.0571 0.0302 -0.0111 0.0089
C 3.2042 -4.8861 -7.7906 0.0489 0.2597 -0.1855
Cl 2.1985 -3.6734 -6.9898 -0.0194 -0.0201 0.0698
Cl 2.7469 -5.0516 -9.4900 0.0342 0.2089 0.0827
Cl 4.9133 -4.4783 -7.6352 -0.0469 -0.0453 0.0197
H 3.0363 -5.8331 -7.2998 -0.0458 0.0092 0.0563
C 1.3708 3.6987 2.9239 -0.1209 -0.0389 0.0335
Cl 0.6050 2.4083 1.9884 0.1330 0.0404 0.0270
Cl 0.4479 5.1984 2.8014 0.1276 0.0488 -0.0388
Cl 1.5501 3.2243 4.6164 0.0525 -0.0382 -0.0569
H 2.3575 3.8737 2.5131 -0.0092 -0.0253 0.0246
C 1.3137 -10.6585 -1.2089 0.0307 -0.0533 -0.0097
Cl 2.7589 -11.6502 -1.3908 -0.0085 0.0341 -0.0240
Cl -0.1362 -11.5820 -1.6030 0.0131 0.0436 -0.0129
Cl 1.2114 -10.0117 0.4331 -0.0144 0.0322 -0.0016
H 1.3841 -9.8254 -1.8977 0.0149 0.0183 0.0371
C -3.1891 4.9953 6.7481 -0.1518 -0.0042 -0.0525
Cl -3.9137 3.6418 5.8777 0.0319 0.0145 -0.0074
Cl -2.7980 6.3083 5.6333 0.0413 -0.2154 0.2804
Cl -4.2644 5.5631 8.0287 0.0425 -0.0099 -0.0025
H -2.2692 4.6531 7.2043 -0.0057 0.0084 -0.0082
C -0.1942 3.1143 -2.0761 -0.1023 0.1358 0.0025
Cl -0.8910 1.7710 -2.9948 0.0560 -0.0178 0.0128
Cl 0.1942 4.4585 -3.1539 0.0672 -0.0443 -0.0036
Cl -1.2943 3.6449 -0.8033 0.0897 -0.1201 -0.1529
H 0.7263 2.7701 -1.6194 -0.0238 -0.0317 -0.0021
C 12.7772 1.8043 1.5299 0.0081 -0.0289 -0.1103
Cl 11.2271 0.9615 1.5844 0.1647 -0.0992 0.0102
Cl 14.1006 0.6628 1.2851 -0.0119 0.0211 0.0384
Cl 12.7719 3.0351 0.2666 -0.0076 0.0023 0.0488
H 12.9270 2.2969 2.4816 -0.0077 -0.0084 -0.0061
C 1.2565 -9.0068 -8.5796 -0.1175 0.0985 0.0919
Cl 2.7650 -8.1201 -8.3372 0.0583 -0.4337 -0.0171
Cl 0.4919 -9.3653 -7.0307 0.0318 -0.0242 -0.0231
Cl 0.1619 -8.0972 -9.6203 0.0355 -0.0322 -0.0040
H 1.4910 -9.9433 -9.0681 0.0228 0.0144 0.0065

13
Properties=species:S:1:pos:R:3:forces:R:3 method="wB97M-V/def2-TZVPD" gap_ev="6.33 / 8.62" relative_energy_kcal_mol=113.1 charge=0
C -1.8610 1.0469 -1.0039 1.8862 2.1687 -0.3134
C -0.7802 0.4428 -0.3721 -1.5081 -1.6527 0.3328
C 0.3823 0.9275 0.0044 1.9992 1.2952 0.2425
C -1.0610 -0.9451 0.2730 1.9661 0.0471 -0.3738
O 1.4584 1.3011 0.3251 -2.6041 0.6310 -0.0555
O 2.5110 -1.4434 0.5482 -0.2964 0.4468 -0.6538
S 3.2453 -0.1939 0.1094 1.5534 -2.1815 0.5547
H -2.7216 0.4442 -1.0269 -1.1723 -0.0690 -0.4454
H -1.7264 2.1023 -1.3595 -0.7708 -1.3164 0.2083
H -1.6515 -0.7095 1.1454 0.3804 -0.3219 0.7976
H 0.0037 -1.4131 0.4382 -2.5138 0.2232 0.1155
H -1.7560 -1.5429 -0.3402 0.8467 0.1169 -0.2031
H 3.9571 -0.0170 1.2591 0.2336 0.6126 -0.2065